Record 1
Here is an isolated molecule of C19H22N2O6S2 at a distorted geometry from the OMol25 dataset. Energies are from the ωB97M-V functional and the def2-TZVPD basis.

Properties
**SMILES**: COc1ccccc1/C=C1\SC(=O)N(CCC(=O)N(C)[C@@H]2CCS(=O)(=O)C2)C1=O
**Molecular weight**: 438.527 g/mol
**F_max**: 1.1 eV Å⁻¹
**Total energy**: -56996.2700 eV
**HOMO-LUMO gap**: 8.11 eV

```
51
Properties=species:S:1:pos:R:3:lowdin_charge:R:1
C -2.3591 -0.6066 2.7333 -0.074
O -2.0737 -0.6448 1.3557 -0.195
C -3.0850 -0.5663 0.4620 -0.233
C -4.4273 -0.4552 0.8069 -0.010
C -5.3946 -0.3094 -0.1709 -0.072
C -5.0386 -0.2455 -1.5085 -0.084
C -3.7096 -0.3451 -1.8614 -0.019
C -2.7164 -0.5421 -0.9006 -0.163
C -1.3465 -0.6497 -1.3259 -0.021
C -0.3401 -1.3683 -0.7842 -0.384
S -0.4020 -2.5372 0.5202 1.163
C 1.3153 -2.9403 0.3293 -0.707
O 1.9122 -3.7539 0.9745 0.065
N 1.8524 -2.1756 -0.6828 -0.015
C 3.2887 -2.0566 -0.8332 -0.092
C 3.8528 -1.1992 0.3117 -0.052
C 2.9265 -0.0145 0.5769 -0.433
O 2.0108 -0.1717 1.3666 0.061
N 3.1601 1.1580 -0.0573 -0.050
C 4.0191 1.2499 -1.2217 -0.027
C 2.3141 2.3449 0.1217 -0.276
C 1.7154 2.5236 1.5376 -0.166
C 0.2718 2.0743 1.5726 -0.203
S -0.3209 2.7818 0.0196 0.691
O -1.4600 2.0912 -0.5225 -0.297
O -0.4372 4.2095 0.1629 -0.312
C 1.1945 2.4079 -0.9201 -0.127
C 1.0184 -1.2772 -1.3069 -0.447
O 1.4054 -0.5013 -2.1629 0.071
H -1.3939 -0.6848 3.2315 0.096
H -2.8419 0.3346 3.0136 0.103
H -2.9880 -1.4491 3.0368 0.101
H -4.7278 -0.4750 1.8426 0.105
H -6.4317 -0.2290 0.1188 0.106
H -5.7947 -0.1109 -2.2663 0.102
H -3.4194 -0.2959 -2.9000 0.119
H -1.0893 -0.0940 -2.2206 0.135
H 3.4621 -1.5914 -1.8061 0.124
H 3.7280 -3.0558 -0.8090 0.135
H 4.8829 -0.9183 0.1076 0.108
H 3.8259 -1.7985 1.2249 0.126
H 3.4822 0.9359 -2.1202 0.091
H 4.3383 2.2832 -1.3507 0.097
H 4.9086 0.6375 -1.1057 0.085
H 2.9973 3.1886 -0.0328 0.144
H 2.3208 1.9951 2.2716 0.123
H 1.7385 3.5912 1.7652 0.120
H 0.1629 0.9964 1.5154 0.080
H -0.2816 2.4875 2.4077 0.114
H 1.3382 3.1896 -1.6584 0.114
H 1.0370 1.4541 -1.4150 0.080
```

=====

Record 2
Here is a cluster of 2 separate species, C3H3N3O2 in total at a distorted geometry from the OMol25 dataset. Energies are from the ωB97M-V functional and the def2-TZVPD basis.

Properties
**Molecular weight**: 113.076 g/mol
**F_max**: 8.6 eV Å⁻¹
**Total energy**: -11720.5441 eV
**HOMO-LUMO gap**: 8.37 eV

```
11
Properties=species:S:1:pos:R:3:lowdin_charge:R:1
C 0.9703 1.6741 0.0149 -0.119
C 0.3590 0.5042 -0.0383 -0.345
C -1.3182 -0.9359 -0.2578 -0.526
H 2.7789 2.5307 -0.0824 0.154
H 0.4321 2.6160 -0.2853 0.147
H -1.8522 1.0782 0.3285 0.347
N -0.9253 0.3087 -0.3405 0.070
N -0.0278 -1.7653 0.1260 0.131
N 0.8786 -0.8532 0.3173 0.092
O 2.3286 1.6531 0.1810 -0.011
O -2.4416 -1.3420 -0.0551 0.059
```

=====

Record 3
Here is a structure of composition C34H32Br2KN2O2S2 at a distorted geometry from the OMol25 dataset. Energies are from the ωB97M-V functional and the def2-TZVPD basis.

Properties
**Molecular weight**: 763.682 g/mol
**F_max**: 1.5 eV Å⁻¹
**Total energy**: -220935.7503 eV
**Net charge**: -1
**HOMO-LUMO gap**: 6.22 eV

```
75
Properties=species:S:1:pos:R:3:lowdin_charge:R:1
K -0.7360 -0.3916 0.0075 0.696
C 2.9479 0.7819 2.9890 -0.080
C 3.3238 -0.6975 2.8964 -0.369
C 4.4935 -0.8660 1.9265 -0.079
C 2.1302 -1.5791 2.5400 -0.187
C 0.8355 -1.2543 2.9384 -0.038
C -0.2533 -2.0491 2.5924 -0.066
C -0.0961 -3.1806 1.8016 -0.283
C -1.2912 -3.9581 1.3137 -0.037
C 1.1995 -3.5245 1.4233 -0.042
C 2.2879 -2.7490 1.7923 -0.054
H 3.8396 1.3844 3.1755 0.074
H 2.2403 0.9873 3.7924 0.063
H 2.5008 1.1281 2.0521 0.092
H 3.6710 -1.0151 3.8870 0.137
H 4.1853 -0.6725 0.8949 0.074
H 4.9269 -1.8671 1.9593 0.070
H 5.2883 -0.1595 2.1760 0.075
H 0.6438 -0.3458 3.4936 0.094
H -1.2559 -1.7320 2.8564 0.112
H -1.2764 -4.0232 0.2234 0.071
H -2.2191 -3.4593 1.5953 0.077
H -1.2999 -4.9740 1.7174 0.077
H 1.3555 -4.3939 0.7922 0.116
H 3.2729 -3.0431 1.4507 0.096
Br -5.9312 -1.0080 0.3331 0.710
C -4.9624 0.3133 1.2947 -0.608
C -5.6840 1.3487 1.8954 -0.205
C -5.0512 2.3353 2.5935 -0.651
Br -6.0983 3.7166 3.3829 0.700
C -3.6378 2.3344 2.7138 -0.200
C -2.8999 3.3313 3.3928 -0.053
C -1.5401 3.2641 3.4312 -0.061
C -0.8957 2.1897 2.7901 -0.142
N -1.5392 1.2404 2.1614 0.097
C -2.9001 1.2872 2.1066 -0.132
C -3.5607 0.1914 1.3599 -0.457
O -2.8994 -0.7416 0.8346 -0.227
H -6.7618 1.3638 1.8019 0.084
H -3.4282 4.1467 3.8688 0.068
H -0.9557 4.0241 3.9344 0.097
H 0.1897 2.1298 2.7909 0.092
S 2.5571 1.5996 -3.7279 1.072
C 3.4340 0.2198 -3.1675 -0.486
C 4.6608 -0.2934 -3.5855 -0.105
C 5.1372 -1.4413 -2.9767 -0.109
C 4.3972 -2.0733 -1.9672 -0.095
C 3.1817 -1.5608 -1.5531 -0.022
C 2.6993 -0.3967 -2.1525 -0.305
N 1.4870 0.2034 -1.8333 0.086
C 1.2654 1.2399 -2.5745 -0.520
C 0.0268 2.0812 -2.5362 -0.315
C -0.2087 2.9392 -3.6204 -0.112
C -1.3546 3.7159 -3.6419 -0.126
C -2.2431 3.6209 -2.5715 -0.120
C -1.9711 2.7586 -1.5137 -0.161
C -0.8288 1.9302 -1.4294 -0.138
H 5.2282 0.1930 -4.3690 0.099
H 6.0879 -1.8554 -3.2887 0.092
H 4.7798 -2.9765 -1.5068 0.097
H 2.5906 -2.0412 -0.7828 0.098
H 0.4813 2.9997 -4.4588 0.064
H -1.5539 4.3779 -4.4759 0.084
H -3.1499 4.2192 -2.5725 0.086
H -2.7086 2.7281 -0.7094 0.074
C -2.7752 -0.8747 -2.5638 -0.246
S -1.5381 -2.1426 -2.8072 0.849
C -0.6782 -1.3510 -4.1488 -0.253
O -0.5932 -2.1100 -1.6319 -0.674
H -3.2440 -0.7190 -3.5377 0.062
H -2.3041 0.0522 -2.2160 0.032
H -3.5012 -1.2245 -1.8298 0.033
H -1.2897 -1.4378 -5.0484 0.054
H 0.2604 -1.8905 -4.2724 0.058
H -0.4910 -0.3043 -3.9022 0.045
```

=====

Record 4
Here is a structure of composition C43H71N12O3SSn from the OMol25 dataset. Energies are from the ωB97M-V functional and the def2-TZVPD basis.

Properties
**Molecular weight**: 954.900 g/mol
**F_max**: 0.5 eV Å⁻¹
**Total energy**: -86429.1625 eV
**Net charge**: +1
**HOMO-LUMO gap**: 7.75 eV

```
131
Properties=species:S:1:pos:R:3:lowdin_charge:R:1
Sn 0.0009 -0.5195 0.3931 1.479
C -3.6608 -0.2359 0.0062 -0.057
N -3.8630 -0.6401 -1.3635 -0.149
C -4.5413 0.3357 -2.1982 -0.040
C -3.0410 -1.5836 -1.9282 -0.394
N -1.8896 -1.8643 -1.4114 0.060
C -1.2662 -3.1220 -1.7975 -0.223
C -0.3242 -3.6378 -0.7269 -0.182
N 0.8445 -2.7651 -0.5076 -0.243
C 1.6441 -3.2361 0.6345 -0.183
C 2.6870 -2.2073 1.0231 -0.221
N 2.0742 -1.0553 1.6804 0.014
C 2.7941 -0.3647 2.5150 -0.403
N 4.1716 -0.3616 2.5297 -0.153
C 4.9057 -0.4049 3.7801 -0.045
C 4.9829 -0.2238 1.3365 -0.050
N 2.1850 0.4395 3.4458 -0.136
C 1.1959 -0.0971 4.3673 -0.038
C 2.7923 1.6876 3.8672 -0.054
C 1.6428 -2.6329 -1.7431 -0.166
C 1.5054 -1.2566 -2.3826 -0.223
N 2.0325 -0.2062 -1.5256 0.046
C 2.7209 0.7426 -2.0469 -0.396
N 2.9123 1.9234 -1.3641 -0.137
C 2.1017 2.1923 -0.1933 -0.073
C 4.2326 2.5322 -1.3365 -0.042
N 3.2391 0.6943 -3.3519 -0.186
C 3.2290 1.8879 -4.1778 -0.065
C 4.3145 -0.2391 -3.6300 -0.059
N -3.5806 -2.2200 -3.0365 -0.169
C -2.8525 -2.3318 -4.2830 -0.062
C -5.0055 -2.4736 -3.1506 -0.059
H -4.6036 0.1411 0.4061 0.100
H -2.9099 0.5598 0.0964 0.063
H -3.3542 -1.0920 0.5982 0.074
H -5.6094 0.3769 -1.9698 0.097
H -4.4201 0.0884 -3.2498 0.081
H -4.1183 1.3307 -2.0329 0.086
H -0.7081 -3.0096 -2.7328 0.087
H -2.0172 -3.8997 -1.9766 0.132
H 0.0223 -4.6363 -1.0332 0.136
H -0.8620 -3.7357 0.2106 0.089
H 2.1455 -4.1839 0.3969 0.136
H 0.9563 -3.4104 1.4638 0.097
H 3.1897 -1.8871 0.1116 0.079
H 3.4335 -2.6799 1.6679 0.132
H 4.2239 -0.5783 4.6088 0.091
H 5.4604 0.5205 3.9624 0.091
H 5.6222 -1.2293 3.7522 0.096
H 4.3531 -0.0635 0.4664 0.069
H 5.6143 -1.1004 1.1656 0.096
H 5.6373 0.6468 1.4464 0.092
H 0.7906 -1.0275 3.9725 0.055
H 0.3797 0.6116 4.5115 0.084
H 1.6554 -0.2899 5.3452 0.100
H 3.5352 2.0154 3.1435 0.090
H 3.2649 1.6104 4.8525 0.088
H 2.0126 2.4501 3.9307 0.089
H 1.3251 -3.3887 -2.4654 0.123
H 2.6936 -2.8334 -1.5249 0.116
H 0.4326 -1.0535 -2.5092 0.079
H 1.9564 -1.2750 -3.3767 0.113
H 1.0530 2.0083 -0.4250 0.031
H 2.2269 3.2417 0.0767 0.098
H 2.3795 1.5711 0.6646 0.063
H 4.8332 2.1916 -2.1736 0.071
H 4.7633 2.2704 -0.4142 0.079
H 4.1513 3.6189 -1.3855 0.097
H 2.3930 2.5241 -3.8953 0.092
H 3.1000 1.5900 -5.2205 0.090
H 4.1519 2.4767 -4.1147 0.080
H 4.2587 -1.0858 -2.9473 0.084
H 5.3027 0.2272 -3.5198 0.088
H 4.2342 -0.6142 -4.6526 0.092
H -1.8301 -1.9856 -4.1646 0.073
H -3.3312 -1.7149 -5.0534 0.084
H -2.8350 -3.3639 -4.6426 0.095
H -5.4724 -2.4275 -2.1710 0.098
H -5.1545 -3.4751 -3.5603 0.092
H -5.5046 -1.7604 -3.8166 0.083
C 1.4821 -2.9566 8.1559 -0.043
C 0.6158 -2.8581 6.9310 -0.271
C -0.5883 -2.1629 6.9608 -0.024
C -1.3650 -2.0214 5.8197 -0.046
C -0.9342 -2.5805 4.6267 -0.288
C 0.2461 -3.3154 4.5855 -0.068
C 1.0090 -3.4525 5.7321 -0.033
S -1.8030 -2.2964 3.1088 0.580
O -1.4527 -3.3886 2.2365 -0.321
O -3.1896 -2.0706 3.4177 -0.287
N -1.0953 -0.9892 2.4870 -0.241
C -1.3927 0.2923 2.9065 -0.470
C -2.2633 0.6818 3.9432 -0.016
C -2.3952 2.0207 4.2325 -0.050
C -1.6863 2.9726 3.4993 -0.070
C -0.8703 2.5114 2.4925 -0.151
N -0.7184 1.2169 2.2064 -0.005
H 0.9025 -2.8194 9.0674 0.080
H 2.2529 -2.1824 8.1369 0.084
H 1.9883 -3.9201 8.2072 0.082
H -0.9326 -1.7331 7.8939 0.118
H -2.3155 -1.5090 5.8700 0.106
H 0.5413 -3.7933 3.6619 0.103
H 1.9195 -4.0397 5.7001 0.118
H -2.8376 -0.0605 4.4710 0.083
H -3.0556 2.3313 5.0324 0.114
H -1.7819 4.0305 3.6971 0.102
H -0.2958 3.1983 1.8784 0.107
C -4.4970 5.5247 -5.0920 -0.037
C -3.5579 4.4687 -4.5836 -0.244
C -3.1407 3.4239 -5.3976 -0.002
C -2.2614 2.4534 -4.9417 -0.199
C -1.8464 1.3550 -5.8958 -0.037
C -1.7897 2.5254 -3.6174 -0.117
C -0.8929 1.4645 -3.1469 -0.181
O -0.5372 1.2757 -2.0007 -0.071
C -2.1961 3.5821 -2.7754 -0.190
C -1.6970 3.7450 -1.3627 -0.032
C -3.0682 4.5316 -3.2821 -0.002
H -4.9651 5.2278 -6.0286 0.079
H -3.9582 6.4584 -5.2651 0.091
H -5.2790 5.7325 -4.3615 0.085
H -3.5102 3.3623 -6.4150 0.119
H -2.3623 1.4766 -6.8463 0.082
H -2.0859 0.3623 -5.5128 0.060
H -0.7743 1.3830 -6.0976 0.087
H -0.5081 0.7899 -3.9320 0.118
H -0.6237 3.9522 -1.3594 0.089
H -1.8472 2.8469 -0.7673 0.063
H -2.2068 4.5804 -0.8841 0.081
H -3.3850 5.3454 -2.6385 0.123
```

=====

Record 5
Here is a cluster of 9 separate species, H18O9 in total at a distorted geometry from the OMol25 dataset. Energies are from the ωB97M-V functional and the def2-TZVPD basis.

Properties
**SMILES**: O.O.O.O.O.O.O.O.O
**Molecular weight**: 162.135 g/mol
**F_max**: 4.3 eV Å⁻¹
**Total energy**: -18717.9563 eV
**HOMO-LUMO gap**: 10.78 eV

```
27
Properties=species:S:1:pos:R:3:lowdin_charge:R:1
O 0.7686 0.8622 -0.5534 -0.029
H 1.3521 1.0983 0.1799 0.043
H 0.0266 0.5996 -0.0724 -0.014
O -3.5083 -3.1887 -0.4822 -0.093
H -2.9238 -3.8798 -0.2226 -0.002
H -3.0241 -2.2985 -0.3338 0.054
O 1.6677 -3.3211 0.6868 -0.026
H 1.3395 -2.5578 1.1063 0.004
H 1.3558 -3.2993 -0.2240 0.012
O 2.4541 4.5716 -1.6146 -0.095
H 2.9150 5.3501 -1.8991 0.006
H 1.4582 4.7402 -1.8143 0.089
O 0.6629 1.1226 3.9600 -0.043
H 1.2422 0.3546 4.1100 0.046
H 0.5373 1.3585 4.8454 -0.002
O 5.7299 -0.8663 0.3153 -0.077
H 5.3573 -1.6153 -0.2340 0.063
H 4.9270 -0.4936 0.6741 0.013
O 1.2327 -1.6107 -2.4036 -0.031
H 2.0149 -1.7126 -2.8686 -0.006
H 0.9827 -2.5116 -2.0723 0.048
O -4.8559 2.6567 0.2545 -0.074
H -5.0874 2.5905 -0.6783 0.030
H -3.8707 2.4971 0.3024 0.061
O -4.2502 -0.5023 -0.2265 -0.024
H -3.6363 0.0740 0.1016 -0.032
H -4.8679 -0.0186 -0.8365 0.080
```

=====

Record 6
Here is an isolated molecule of C8H9BrO2 at a distorted geometry from the OMol25 dataset. Energies are from the ωB97M-V functional and the def2-TZVPD basis.

Properties
**SMILES**: CO\C(Br)=C/C=C\C=C/C=O
**Molecular weight**: 217.062 g/mol
**F_max**: 2.4 eV Å⁻¹
**Total energy**: -82575.9398 eV
**HOMO-LUMO gap**: 9.17 eV

```
20
Properties=species:S:1:pos:R:3:lowdin_charge:R:1
C 1.3895 2.0044 -0.9017 -0.118
O 0.7079 0.7673 -0.9044 -0.177
C 1.2517 -0.3235 -0.3527 -0.722
Br 3.0501 -0.1531 0.3316 0.793
C 0.7848 -1.5658 -0.4825 -0.154
C -0.6265 -1.8985 -0.7364 -0.073
C -1.5105 -1.6408 0.2253 -0.098
C -0.9883 -1.0031 1.4390 -0.077
C -0.5369 0.2538 1.4333 -0.076
C -1.0734 1.2432 0.4935 -0.305
O -0.9596 2.4387 0.6275 0.036
H 1.7137 2.2906 0.1005 0.078
H 0.6676 2.7368 -1.2554 0.100
H 2.2474 1.9676 -1.5756 0.089
H 1.4060 -2.3863 -0.1557 0.102
H -0.8775 -2.4378 -1.6376 0.108
H -2.5461 -1.9399 0.1703 0.111
H -0.7975 -1.6582 2.2817 0.122
H -0.0128 0.6643 2.2882 0.126
H -1.7134 0.8088 -0.2968 0.134
```

=====

> The highest HOMO-LUMO gap belongs to which entry?

H18O9

=====

> Among the records above, which one has the lowest HOMO-LUMO gap?

C34H32Br2KN2O2S2

=====

> Which of these has the lowest total energy?

C34H32Br2KN2O2S2